{"formula": "C3H7N2OS", "method": "the ωB97M-V functional and the def2-TZVPD basis", "lumo_energy_ev": -4.42, "de_lowest_kj_mol": 250.6, "homo_lumo_gap_ev": 9.47, "energy_ev": -19078.7003, "total_charge": 1, "elements": ["C", "C", "C", "N", "N", "O", "S", "H", "H", "H", "H", "H", "H", "H"], "positions_angstrom": [[1.12, -0.31, -0.10], [-0.99, -0.16, 0.99], [2.54, -0.49, -0.05], [0.35, 0.13, -1.07], [0.29, -0.49, 1.05], [-3.60, 0.83, -0.10], [-1.35, 0.16, -0.65], [-3.70, 1.19, 0.81], [2.68, -0.66, 1.05], [3.02, 0.51, -0.36], [2.75, -1.30, -0.75], [0.58, 0.07, -2.09], [0.69, -0.71, 1.86], [-4.39, 1.22, -0.59]], "mulliken_charge": [0.3790, -0.2007, -0.8238, -0.1941, 0.1070, -0.6038, 0.3147, 0.3318, 0.2705, 0.3309, 0.3252, 0.3308, 0.1239, 0.3084]}

{"formula": "C3H7N2OS", "method": "the ωB97M-V functional and the def2-TZVPD basis", "lumo_energy_ev": [-7.53, -7.53], "de_lowest_kj_mol": 892.3, "homo_lumo_gap_ev": [6.38, 6.38], "energy_ev": -19072.0499, "total_charge": 1, "elements": ["C", "C", "C", "N", "N", "O", "S", "H", "H", "H", "H", "H", "H", "H"], "positions_angstrom": [[2.31, -1.47, -0.15], [0.11, -0.55, 0.26], [-2.02, 0.70, 0.65], [1.16, -1.17, 0.24], [0.56, 1.83, -0.56], [-1.74, -1.36, -1.02], [-1.59, -1.07, 0.36], [3.24, -1.59, 0.52], [2.58, -1.81, -1.13], [-1.15, 1.22, 0.55], [-2.37, 0.93, 1.73], [-2.84, 1.01, -0.06], [0.41, 1.36, -1.42], [1.34, 1.97, 0.03]], "mulliken_charge": [-0.1351, -0.0698, -0.6325, 0.1372, -0.4384, -0.4849, 0.5250, 0.2625, 0.3036, 0.2970, 0.3317, 0.3425, 0.3015, 0.2598]}

{"formula": "C3H7N2P", "method": "the ωB97M-V functional and the def2-TZVPD basis", "lumo_energy_ev": -0.50, "de_lowest_kj_mol": 128.8, "homo_lumo_gap_ev": 8.94, "energy_ev": -15489.8770, "total_charge": 0, "elements": ["C", "C", "C", "N", "N", "P", "H", "H", "H", "H", "H", "H", "H"], "positions_angstrom": [[-0.22, -0.23, 1.45], [0.04, -0.27, -0.07], [0.33, -1.57, -0.77], [-0.27, -1.70, -1.86], [-0.97, -0.56, -2.26], [-1.19, 0.51, -1.13], [-0.89, -1.06, 1.56], [-0.75, 0.66, 1.64], [0.74, -0.36, 1.86], [0.94, 0.54, -0.16], [0.74, -2.50, -0.27], [0.42, 3.37, 0.13], [1.07, 3.15, -0.11]], "mulliken_charge": [-1.2782, 0.2450, -0.1836, -0.3079, -0.3157, 0.1677, 0.3543, 0.3928, 0.3390, 0.2263, 0.3551, 0.0051, 0.0002]}

{"formula": "C3H7N2S", "method": "the ωB97M-V functional and the def2-TZVPD basis", "lumo_energy_ev": [-4.30, -4.30], "de_lowest_kj_mol": 362.7, "homo_lumo_gap_ev": [7.49, 7.50], "energy_ev": -17029.8120, "total_charge": 1, "elements": ["C", "C", "C", "N", "N", "S", "H", "H", "H", "H", "H", "H", "H"], "positions_angstrom": [[1.63, 1.29, -0.07], [0.05, 2.62, 1.30], [0.40, -1.53, 0.06], [0.90, 2.02, 0.60], [-0.55, -1.90, -1.03], [1.68, -0.56, -0.35], [2.60, 1.62, -0.42], [-0.62, 3.32, 0.83], [0.02, 2.49, 2.38], [0.01, -1.62, 1.05], [-1.41, -1.34, -1.04], [-0.80, -2.89, -0.95], [-0.05, -1.77, -1.92]], "mulliken_charge": [-0.0390, -0.2408, -0.5331, -0.0352, -0.3442, -0.1635, 0.3117, 0.2735, 0.2770, 0.4532, 0.3286, 0.3462, 0.3656]}